[1]
Formula: C21H25FN2O3
Source: the Open Molecules 2025 dataset
Level of theory: ωB97M-V/def2-TZVPD

Values from the calculation:
Kohn-Sham gap (eV): 9.393
Energy relative to the best compared isomer or geometry (same formula, charge and spin) (kJ/mol): 0.0
HOMO (eV): -8.90

Cartesian coordinates (Å):
C: 2.685 1.582 -1.022
C: 1.401 2.314 -0.661
H: 0.869 2.621 -1.569
H: 1.633 3.205 -0.063
O: 0.592 1.427 0.093
C: -0.645 1.844 0.521
C: -1.139 3.121 0.284
C: -2.401 3.482 0.722
C: -3.196 2.573 1.397
C: -2.715 1.299 1.624
C: -1.444 0.917 1.210
C: -1.079 -0.519 1.407
O: -1.927 -1.390 1.395
N: 0.236 -0.789 1.600
H: 0.897 -0.029 1.548
C: 0.747 -2.130 1.392
C: 2.227 -2.208 1.792
C: 2.395 -1.854 3.269
H: 3.448 -1.862 3.540
H: 1.876 -2.581 3.888
H: 1.990 -0.869 3.491
C: 2.787 -3.601 1.520
H: 2.694 -3.862 0.470
H: 3.838 -3.643 1.798
H: 2.245 -4.343 2.101
H: 2.780 -1.480 1.184
H: 0.156 -2.825 1.999
C: 0.526 -2.542 -0.077
O: 0.249 -3.670 -0.414
N: 0.708 -1.525 -0.952
H: 0.833 -0.595 -0.575
C: 0.172 -1.558 -2.301
C: -0.908 -0.513 -2.398
C: -2.106 -0.701 -1.716
C: -3.058 0.299 -1.672
C: -2.799 1.492 -2.321
C: -1.628 1.700 -3.025
C: -0.682 0.690 -3.055
H: 0.241 0.840 -3.597
H: -1.465 2.640 -3.531
F: -3.711 2.486 -2.268
H: -3.982 0.168 -1.133
H: -2.284 -1.629 -1.195
H: -0.221 -2.565 -2.463
H: 0.972 -1.364 -3.023
H: -3.319 0.556 2.123
H: -4.183 2.852 1.728
H: -2.763 4.478 0.520
H: -0.548 3.847 -0.251
H: 3.340 2.250 -1.573
H: 3.198 1.254 -0.121
H: 2.469 0.713 -1.638

Cartesian forces, eV/Å:
C -0.426 0.141 0.167
C 0.334 0.266 -0.199
H -0.002 0.007 0.138
H -0.102 -0.070 -0.078
O -0.150 -0.023 0.108
C -0.174 -0.114 0.155
C 0.255 0.083 -0.112
C 0.003 -0.075 0.020
C -0.059 0.048 0.010
C 0.175 -0.043 0.005
C -0.009 0.214 -0.141
C 0.236 0.224 0.143
O -0.135 -0.231 -0.045
N 0.282 -0.122 0.244
H -0.144 0.014 -0.028
C -0.201 -0.170 0.017
C -0.098 -0.136 0.182
C 0.021 0.115 -0.270
H 0.091 -0.006 0.061
H -0.076 -0.094 0.104
H -0.008 0.076 0.116
C -0.014 0.265 -0.154
H 0.030 -0.116 -0.079
H 0.091 -0.016 0.042
H -0.064 -0.125 0.067
H -0.011 0.007 -0.014
H 0.128 0.000 -0.141
C 0.161 0.176 0.304
O -0.156 -0.435 0.026
N 0.198 0.308 -0.186
H -0.123 -0.160 0.035
C 0.055 -0.112 -0.041
C 0.076 -0.003 -0.135
C 0.061 0.058 -0.166
C -0.082 0.176 -0.091
C 0.100 -0.057 -0.043
C -0.225 0.156 0.060
C -0.076 -0.168 0.058
H 0.117 0.008 -0.056
H -0.017 0.106 -0.041
F 0.045 -0.083 -0.014
H -0.126 0.010 0.071
H -0.023 -0.099 0.094
H 0.106 0.106 -0.044
H -0.147 -0.070 -0.029
H -0.057 -0.078 0.017
H -0.096 0.019 0.041
H -0.027 0.092 -0.024
H 0.072 0.028 -0.063
H 0.083 0.044 -0.065
H 0.087 -0.040 0.070
H 0.023 -0.104 -0.095

---

[2]
Formula: Cl3N3
Source: the Open Molecules 2025 dataset
Level of theory: ωB97M-V/def2-TZVPD

Values from the calculation:
Multiplicity: 3
Kohn-Sham gap (alpha / beta) (eV): 6.960 / 8.160
HOMO (alpha / beta) (eV): -7.68 / -10.81

Cartesian coordinates (Å):
N: 0.247 -0.583 0.000
N: 1.395 0.496 0.067
N: -0.878 -0.160 -0.151
Cl: 2.898 -0.190 -0.007
Cl: -2.257 -1.174 0.092
Cl: -1.405 1.611 -0.001

Cartesian forces, eV/Å:
N 3.271 -0.906 1.398
N -2.356 -0.279 -0.339
N 0.788 0.698 -2.153
Cl -0.894 -0.487 -0.026
Cl -0.524 -1.328 0.508
Cl -0.284 2.301 0.612

---

[3]
Formula: C4H15N2O
Source: the Open Molecules 2025 dataset
Level of theory: ωB97M-V/def2-TZVPD

Values from the calculation:
Kohn-Sham gap (eV): 11.147
Energy relative to the best compared isomer or geometry (same formula, charge and spin) (kJ/mol): 29.8
HOMO (eV): -14.11
Total charge: +1

Cartesian coordinates (Å):
C: 1.036 -2.754 1.078
C: 0.794 -1.248 1.073
C: -0.701 -0.941 0.817
C: -1.035 0.498 0.488
N: -0.319 0.905 -0.791
N: 1.610 -0.548 0.035
H: 0.255 -3.286 1.622
H: 1.997 -2.945 1.559
H: 1.146 -3.096 0.070
H: 1.021 -0.776 2.007
H: -1.265 -1.211 1.702
H: -1.042 -1.575 -0.015
H: -2.107 0.610 0.302
H: -0.630 1.168 1.248
H: -0.663 0.314 -1.554
H: 0.672 0.614 -0.600
H: -0.471 1.902 -1.066
H: 1.529 -1.133 -0.807
H: 2.595 -0.490 0.276
H: -2.140 3.405 -1.844
H: -1.169 3.195 -2.935
O: -1.189 3.392 -1.994

Cartesian forces, eV/Å:
C 0.542 0.759 1.032
C -0.689 0.376 -0.707
C 0.429 -0.307 -0.611
C 0.438 0.265 -0.567
N -1.287 0.262 -0.138
N -0.063 -0.816 -0.209
H 0.079 -0.067 -0.164
H -0.069 -0.172 0.096
H -0.318 -0.439 -0.690
H 0.416 0.075 0.682
H -0.154 -0.209 0.083
H -0.132 -0.032 0.168
H 0.224 0.247 0.403
H -0.453 0.093 0.060
H 0.069 0.254 0.056
H 0.550 0.119 0.070
H 0.033 -0.461 0.127
H 0.520 0.210 0.266
H -0.103 -0.149 0.045
H -0.163 0.293 0.370
H 0.401 0.161 -0.300
O -0.270 -0.461 -0.074

---

[4]
Formula: C47H56BClN5O2P2W
Source: the Open Molecules 2025 dataset
Level of theory: ωB97M-V/def2-TZVPD

Values from the calculation:
Multiplicity: 3
Kohn-Sham gap (alpha / beta) (eV): 6.793 / 6.888
Energy relative to the best compared isomer or geometry (same formula, charge and spin) (kJ/mol): 28.7
HOMO (alpha / beta) (eV): -14.47 / -14.78
Total charge: +3

Cartesian coordinates (Å):
W: -0.050 1.796 -0.120
C: 4.179 5.706 2.602
C: 3.172 5.812 1.650
C: 2.254 4.788 1.502
C: 2.337 3.642 2.298
C: 3.328 3.557 3.273
C: 4.250 4.586 3.415
P: 0.974 2.463 2.155
C: 1.435 0.962 3.080
C: 2.728 0.439 3.004
C: 3.072 -0.685 3.741
C: 2.118 -1.313 4.536
C: 0.814 -0.833 4.567
C: 0.473 0.303 3.843
C: -0.386 3.251 3.014
C: -0.317 3.823 4.259
C: -1.477 4.366 4.841
C: -2.677 4.280 4.185
C: -2.770 3.682 2.908
C: -4.015 3.488 2.257
C: -4.074 2.827 1.064
C: -2.884 2.429 0.421
C: -1.625 2.635 0.966
C: -1.593 3.210 2.284
H: 4.898 6.505 2.719
H: 3.098 6.697 1.033
H: 1.449 4.895 0.783
H: 3.381 2.707 3.940
H: 5.018 4.513 4.173
H: 3.483 0.933 2.403
H: 4.095 -1.039 3.729
H: 2.408 -2.136 5.182
H: 0.072 -1.307 5.197
H: -0.536 0.692 3.902
H: 0.622 3.858 4.798
H: -1.421 4.829 5.816
H: -3.578 4.664 4.647
H: -4.919 3.844 2.735
H: -5.028 2.633 0.593
H: -2.989 1.920 -0.527
N: 1.862 -4.519 2.811
C: 2.593 -4.501 1.490
C: 1.864 -3.548 0.555
N: 1.896 -2.146 0.939
H: 2.325 -5.118 3.497
H: 0.902 -4.855 2.681
H: 1.810 -3.569 3.198
H: 2.599 -5.521 1.110
H: 3.616 -4.187 1.697
H: 0.826 -3.876 0.487
H: 2.283 -3.665 -0.445
H: 2.842 -1.814 1.080
H: 1.328 -1.895 1.739
C: -2.520 0.948 -5.211
N: -1.000 1.143 -5.154
C: -0.686 2.610 -5.525
N: -1.405 3.505 -4.690
C: -2.841 3.255 -4.770
N: -3.164 1.887 -4.363
C: -2.948 1.652 -2.939
P: -1.153 1.892 -2.483
C: -0.463 0.789 -3.800
C: -0.911 3.529 -3.315
H: -2.727 -0.079 -4.912
H: -2.815 1.101 -6.249
H: -0.559 0.535 -5.847
H: -0.985 2.724 -6.566
H: 0.392 2.740 -5.422
H: -3.173 3.405 -5.798
H: -3.368 3.960 -4.131
H: -3.260 0.638 -2.676
H: -3.569 2.351 -2.379
H: -0.726 -0.246 -3.572
H: 0.619 0.874 -3.837
H: 0.146 3.794 -3.308
H: -1.445 4.294 -2.747
Cl: 2.718 3.887 -3.430
C: 2.629 2.169 -3.186
C: 3.002 1.348 -4.238
C: 2.961 -0.036 -4.090
C: 2.554 -0.584 -2.885
C: 2.215 0.248 -1.824
C: 2.240 1.645 -1.943
C: 1.913 2.469 -0.746
H: 3.354 1.793 -5.160
H: 3.276 -0.671 -4.907
H: 2.534 -1.659 -2.756
H: 1.980 -0.198 -0.860
H: 1.963 3.540 -0.944
H: 2.661 2.273 0.026
C: -0.922 -7.133 0.185
C: -1.982 -6.209 -0.433
C: -3.380 -6.661 0.013
C: -1.898 -6.329 -1.955
C: -1.732 -4.778 0.046
C: -1.804 -4.493 1.419
C: -1.586 -3.219 1.941
C: -1.271 -2.229 1.035
O: -0.933 -0.918 1.271
B: -0.603 -0.389 0.027
O: -0.831 -1.329 -0.980
C: -1.203 -2.487 -0.319
C: -1.432 -3.742 -0.843
H: -1.081 -8.160 -0.144
H: -0.968 -7.129 1.276
H: 0.084 -6.835 -0.127
H: -3.559 -7.685 -0.317
H: -4.153 -6.026 -0.422
H: -3.494 -6.640 1.097
H: -2.099 -7.359 -2.247
H: -0.906 -6.071 -2.333
H: -2.640 -5.700 -2.450
H: -2.070 -5.289 2.104
H: -1.684 -3.010 2.999
H: -1.362 -3.911 -1.908

Cartesian forces, eV/Å:
W -0.161 -0.114 0.033
C -0.003 -0.014 0.003
C -0.010 -0.006 -0.006
C 0.027 -0.011 0.028
C -0.059 0.054 -0.019
C 0.007 -0.029 0.013
C 0.010 0.017 0.005
P 0.019 -0.141 -0.065
C -0.030 -0.004 0.033
C -0.003 -0.018 -0.046
C 0.019 0.012 -0.006
C -0.001 -0.003 0.009
C -0.020 0.009 -0.004
C 0.050 0.024 0.043
C 0.004 -0.012 -0.017
C 0.013 -0.020 -0.012
C -0.021 0.003 0.001
C -0.006 0.014 0.024
C 0.019 -0.041 -0.031
C 0.024 -0.003 -0.009
C -0.028 0.018 0.002
C 0.068 0.051 -0.012
C -0.097 0.056 -0.006
C 0.000 -0.049 0.063
H 0.002 0.001 0.002
H 0.000 0.001 0.000
H -0.003 0.007 -0.013
H 0.009 0.016 -0.014
H 0.001 0.002 0.001
H -0.004 0.002 0.013
H 0.000 -0.007 0.002
H -0.001 -0.007 -0.007
H 0.002 0.001 0.003
H -0.005 0.000 -0.002
H 0.002 0.004 0.006
H 0.000 0.000 0.002
H 0.002 0.001 0.005
H -0.004 -0.004 0.001
H -0.005 0.005 0.005
H 0.003 0.021 0.007
N 0.033 -0.079 0.004
C -0.023 0.015 0.026
C -0.061 0.066 0.059
N 0.156 -0.131 -0.217
H -0.018 -0.016 0.012
H -0.015 0.040 -0.016
H 0.005 0.033 0.018
H -0.012 -0.008 0.024
H -0.003 -0.007 0.011
H -0.099 0.024 -0.089
H 0.077 -0.003 0.045
H -0.016 0.081 0.059
H -0.029 -0.026 0.011
C -0.034 0.005 0.012
N -0.014 -0.005 -0.015
C -0.006 0.045 0.000
N 0.001 -0.018 -0.011
C 0.003 0.005 0.006
N 0.007 -0.007 -0.013
C -0.002 -0.010 0.018
P 0.028 0.064 -0.062
C -0.010 -0.014 0.089
C 0.028 -0.019 -0.009
H 0.010 -0.003 -0.002
H 0.010 -0.001 -0.005
H 0.003 0.001 0.001
H 0.002 -0.012 -0.003
H 0.001 -0.014 0.004
H -0.001 -0.005 -0.002
H -0.001 -0.003 0.004
H -0.002 0.001 0.028
H 0.002 0.008 -0.011
H 0.006 -0.003 -0.002
H -0.014 -0.009 -0.012
H 0.007 0.000 0.021
H -0.012 -0.005 -0.005
Cl 0.014 0.008 0.006
C -0.018 -0.018 -0.001
C -0.004 0.006 0.003
C 0.007 0.015 -0.013
C -0.011 -0.037 0.028
C 0.009 0.021 -0.006
C 0.025 -0.002 0.053
C 0.031 0.048 -0.046
H 0.003 0.002 -0.001
H 0.000 -0.001 -0.002
H -0.005 0.003 0.006
H 0.023 -0.012 0.000
H -0.017 -0.001 -0.064
H 0.001 0.011 0.011
C -0.004 0.025 0.011
C -0.012 -0.009 -0.001
C 0.019 -0.003 -0.001
C 0.012 -0.006 0.017
C -0.015 0.022 0.014
C 0.045 -0.004 -0.009
C 0.068 -0.044 0.030
C -0.016 -0.039 -0.036
O 0.042 0.003 0.039
B -0.057 0.327 -0.032
O 0.108 -0.105 0.018
C -0.008 0.013 0.044
C -0.008 -0.030 -0.047
H 0.013 -0.009 0.005
H -0.011 -0.012 0.003
H 0.001 -0.005 -0.012
H -0.008 -0.001 -0.005
H -0.001 0.002 0.004
H -0.001 -0.003 -0.001
H 0.002 -0.004 0.000
H -0.005 0.007 -0.006
H 0.001 -0.001 -0.006
H -0.029 0.012 -0.001
H -0.006 -0.001 -0.007
H -0.014 0.001 -0.001

---

[5]
Formula: C3H5Cl2N4
Source: the Open Molecules 2025 dataset
Level of theory: ωB97M-V/def2-TZVPD

Values from the calculation:
Kohn-Sham gap (eV): 10.273
Energy relative to the best compared isomer or geometry (same formula, charge and spin) (kJ/mol): 7.9
HOMO (eV): -14.72
Total charge: +1

Cartesian coordinates (Å):
C: -1.081 -0.169 1.207
C: 0.284 1.368 0.059
C: 0.164 -0.922 -0.587
N: -0.852 -1.041 0.271
N: -0.549 1.041 1.236
N: 0.901 0.209 -0.482
N: 0.266 -1.948 -1.415
Cl: 1.503 2.455 0.538
Cl: -0.962 2.033 -1.129
H: -1.700 -0.285 2.130
H: -0.639 1.722 1.965
H: 1.852 0.438 -0.710
H: -0.383 -2.706 -1.349
H: 1.197 -2.195 -1.734

Cartesian forces, eV/Å:
C -0.277 1.055 1.604
C -2.439 -0.046 0.688
C -1.383 0.102 1.111
N -1.443 -0.457 0.634
N 1.520 -0.595 -1.888
N 0.310 -0.135 -0.079
N 2.450 0.659 -0.498
Cl 0.636 1.089 -0.036
Cl 0.959 0.086 0.170
H 0.184 -0.980 -1.169
H -0.201 0.117 0.307
H 0.378 -0.881 -0.755
H -0.391 -0.148 0.483
H -0.302 0.134 -0.572

---

[6]
Formula: C20H15Br2N3O3PdS2
Source: the Open Molecules 2025 dataset
Level of theory: ωB97M-V/def2-TZVPD

Values from the calculation:
Kohn-Sham gap (eV): 7.547
Energy relative to the best compared isomer or geometry (same formula, charge and spin) (kJ/mol): 0.0
HOMO (eV): -7.93

Cartesian coordinates (Å):
Pd: 0.452 0.481 0.743
O: -3.699 2.814 3.302
C: -3.879 1.499 3.504
C: -4.925 1.121 4.347
C: -5.172 -0.211 4.604
C: -4.382 -1.204 4.027
C: -3.346 -0.836 3.195
C: -3.073 0.506 2.918
C: -1.936 0.828 2.034
O: -1.258 -0.155 1.536
N: -1.682 2.081 1.766
N: -0.578 2.221 0.922
C: -0.282 3.436 0.627
S: -1.241 4.761 1.249
C: -0.090 6.039 0.678
C: 0.505 5.563 -0.629
S: 1.072 3.857 -0.391
H: -2.925 2.923 2.705
H: -5.530 1.903 4.786
H: -5.989 -0.483 5.260
H: -4.579 -2.248 4.227
H: -2.721 -1.586 2.728
H: 0.682 6.186 1.432
H: -0.655 6.963 0.557
H: 1.371 6.156 -0.921
H: -0.234 5.589 -1.430
C: 0.202 -2.537 2.396
C: 1.591 -2.028 2.178
C: 2.682 -2.677 2.802
C: 3.955 -2.236 2.613
C: 4.193 -1.112 1.791
C: 5.461 -0.542 1.532
Br: 7.024 -1.306 2.283
C: 5.577 0.567 0.746
C: 4.439 1.165 0.183
Br: 4.657 2.688 -0.907
C: 3.169 0.661 0.391
O: 2.085 1.152 -0.152
C: 3.068 -0.503 1.210
N: 1.791 -0.976 1.411
H: 0.225 -3.604 2.615
H: -0.425 -2.349 1.530
H: -0.255 -2.023 3.244
H: 2.481 -3.538 3.423
H: 4.790 -2.736 3.083
H: 6.548 0.999 0.550

Cartesian forces, eV/Å:
Pd 0.121 0.087 0.388
O 0.068 0.013 -0.036
C 0.020 -0.040 -0.005
C -0.008 0.004 -0.005
C -0.003 -0.004 0.004
C -0.001 -0.005 -0.005
C -0.019 -0.002 -0.008
C 0.004 0.030 0.008
C -0.111 0.068 -0.296
O 0.161 -0.044 0.385
N -0.002 -0.017 0.043
N -0.140 0.019 -0.226
C 0.008 -0.062 -0.032
S -0.006 0.010 0.011
C 0.004 0.002 0.000
C -0.023 -0.012 -0.013
S 0.008 0.021 -0.003
H -0.038 -0.005 0.015
H 0.003 -0.002 0.001
H 0.000 0.001 -0.002
H 0.001 0.002 0.001
H -0.002 0.006 0.001
H 0.002 0.011 -0.003
H -0.010 -0.007 -0.005
H 0.009 -0.012 0.005
H 0.004 0.017 -0.004
C 0.006 -0.032 -0.022
C -0.026 -0.039 -0.070
C -0.001 -0.017 -0.037
C 0.009 -0.019 -0.010
C 0.000 0.000 0.020
C 0.022 0.007 -0.028
Br -0.009 -0.001 0.005
C -0.017 -0.014 0.010
C 0.029 0.010 -0.032
Br -0.009 -0.011 -0.003
C -0.028 -0.189 -0.164
O 0.002 0.245 0.198
C 0.006 -0.001 0.092
N -0.030 -0.030 -0.185
H 0.011 0.002 0.003
H -0.006 -0.018 -0.003
H -0.003 0.012 -0.011
H -0.002 0.005 0.005
H -0.003 0.007 0.011
H -0.001 0.004 0.004

---

[7]
Formula: C10H13Cl3HgN5O
Source: the Open Molecules 2025 dataset
Level of theory: ωB97M-V/def2-TZVPD

Values from the calculation:
Multiplicity: 2
Kohn-Sham gap (alpha / beta) (eV): 7.650 / 4.692
Energy relative to the best compared isomer or geometry (same formula, charge and spin) (kJ/mol): 75.9
HOMO (alpha / beta) (eV): -7.39 / -6.82

Cartesian coordinates (Å):
Hg: 0.460 0.543 -2.590
C: 0.397 2.405 3.458
N: -0.389 1.643 2.499
C: -0.618 0.277 2.921
C: -0.161 1.837 1.128
N: 0.118 0.935 0.282
N: -0.294 3.175 0.773
C: -0.312 3.755 -0.492
N: -0.271 5.137 -0.416
N: -0.423 3.085 -1.564
H: -0.107 2.386 4.424
H: 0.511 3.442 3.152
H: 1.402 1.980 3.585
H: -1.101 0.297 3.898
H: 0.306 -0.310 3.009
H: -1.290 -0.216 2.221
H: 0.254 0.028 0.711
H: -0.631 3.775 1.504
H: 0.089 5.579 0.412
H: -0.098 5.635 -1.268
H: -0.410 3.663 -2.397
Cl: 1.269 -6.770 -0.893
C: 0.692 -5.287 -1.565
C: 1.578 -4.446 -2.223
C: 1.098 -3.281 -2.777
Cl: 2.167 -2.199 -3.567
C: -0.275 -2.862 -2.678
O: -0.708 -1.794 -3.185
C: -1.116 -3.773 -1.948
Cl: -2.770 -3.343 -1.756
C: -0.656 -4.960 -1.433
H: 2.624 -4.706 -2.303
H: -1.333 -5.630 -0.922

Cartesian forces, eV/Å:
Hg -0.256 -0.325 0.123
C 0.057 -0.028 -0.015
N -0.204 0.111 -0.025
C 0.005 -0.009 0.017
C 0.188 -0.180 0.095
N -0.050 -0.038 -0.319
N 0.055 0.151 0.024
C 0.047 0.117 -0.222
N -0.184 0.003 0.209
N 0.045 -0.349 -0.103
H 0.005 0.033 -0.005
H 0.007 -0.004 0.028
H -0.008 0.008 0.002
H 0.031 -0.018 0.000
H 0.013 0.004 -0.029
H -0.010 -0.025 0.018
H -0.016 0.037 0.130
H -0.116 -0.040 0.060
H 0.148 -0.061 -0.005
H -0.021 0.010 -0.096
H 0.042 0.178 0.081
Cl 0.065 -0.170 0.075
C -0.033 0.243 -0.127
C -0.103 -0.191 0.143
C -0.437 0.198 0.014
Cl 0.205 0.028 -0.127
C 0.344 -0.656 0.430
O -0.045 0.777 -0.258
C 0.287 0.208 -0.147
Cl -0.155 0.030 0.027
C 0.082 -0.046 0.013
H 0.005 0.005 -0.023
H 0.006 0.001 0.011